No. 1
{"formula": "C2F6N2O2", "method": "the ωB97M-V functional and the def2-TZVPD basis", "smiles": "[O-]/[N+](=N\\C(F)(F)F)OC(F)(F)F", "max_force_ha_per_bohr": 0.05520, "homo_energy_ha": -0.45115, "de_lowest_kj_mol": 0.00, "total_energy_ev": -25450.1353, "lumo_energy_ev": -0.83, "symbols": ["N", "F", "F", "N", "F", "C", "O", "C", "F", "F", "F", "O"], "coordinates": [[0.174, 1.293, -0.374], [0.465, -2.675, 1.093], [0.103, 3.451, 0.154], [-0.174, 0.122, -0.124], [-1.123, 2.132, 1.318], [-0.638, 2.359, 0.092], [-1.192, -0.350, 0.224], [0.890, -2.339, -0.104], [2.114, -2.779, -0.283], [-1.676, 2.610, -0.703], [0.094, -2.893, -1.004], [0.962, -0.932, -0.290]], "atomic_forces_ev_per_a": [[2.074, -1.909, -0.332], [-0.069, 0.055, 0.450], [0.280, -0.004, -0.187], [-0.129, -0.893, 0.212], [0.050, -0.144, 0.135], [-0.926, 0.163, 0.565], [-1.000, -0.374, 0.394], [-1.317, 1.302, -0.319], [0.214, 0.253, 0.008], [-0.026, -0.176, -0.310], [-0.188, -0.091, -0.200], [1.038, 1.818, -0.416]], "nbo_charge": [-0.329, -0.298, -0.288, 0.624, -0.308, 1.055, -0.280, 1.163, -0.280, -0.301, -0.306, -0.452]}

***

No. 2
{"formula": "C26H49Cl20N7O7", "method": "the ωB97M-V functional and the def2-TZVPD basis", "smiles": "ClC(Cl)(Cl)Cl.ClC(Cl)(Cl)Cl.ClC(Cl)(Cl)Cl.ClC(Cl)(Cl)Cl.ClC(Cl)(Cl)Cl.CNC(C)=O.CNC(C)=O.CNC(C)=O.CNC(C)=O.CNC(C)=O.CNC(C)=O.CNC(C)=O", "max_force_ha_per_bohr": 0.06837, "homo_energy_ha": -0.32318, "total_energy_ev": -302968.9552, "lumo_energy_ev": 0.13, "symbols": ["O", "C", "O", "C", "H", "C", "H", "H", "H", "H", "C", "H", "H", "C", "N", "C", "H", "C", "Cl", "H", "C", "H", "C", "O", "Cl", "Cl", "H", "H", "H", "C", "H", "C", "C", "C", "N", "H", "H", "H", "Cl", "H", "C", "Cl", "Cl", "H", "Cl", "N", "Cl", "C", "H", "O", "H", "Cl", "Cl", "N", "H", "Cl", "H", "H", "H", "C", "H", "Cl", "N", "C", "O", "H", "H", "Cl", "H", "H", "C", "H", "Cl", "O", "H", "H", "H", "Cl", "N", "C", "C", "Cl", "Cl", "H", "H", "H", "C", "C", "H", "H", "C", "H", "H", "H", "H", "C", "Cl", "H", "H", "N", "C", "H", "H", "Cl", "O", "Cl", "H", "C", "H"], "coordinates": [[14.336, 9.136, 11.401], [9.484, 15.388, 16.275], [18.289, 16.368, 9.979], [14.631, 10.775, 14.236], [17.119, 12.065, 17.082], [9.022, 16.903, 11.969], [13.969, 9.925, 14.604], [11.426, 18.017, 8.642], [20.319, 15.209, 8.916], [16.433, 13.828, 12.258], [13.297, 15.920, 13.560], [11.314, 17.033, 11.162], [9.569, 17.669, 12.516], [14.414, 13.038, 8.034], [15.111, 11.399, 15.514], [15.800, 12.586, 15.533], [13.147, 17.320, 15.300], [7.623, 12.670, 10.638], [14.747, 12.214, 6.475], [19.994, 11.566, 13.495], [18.069, 18.320, 13.252], [17.085, 13.750, 16.547], [14.056, 7.452, 9.751], [16.031, 13.250, 14.520], [17.071, 19.593, 9.708], [13.561, 20.079, 14.008], [12.347, 11.435, 10.053], [9.523, 16.030, 12.373], [15.833, 13.166, 17.628], [20.114, 18.557, 11.969], [17.419, 19.900, 14.566], [16.938, 14.747, 11.882], [9.396, 17.026, 10.536], [15.389, 19.500, 10.123], [18.119, 9.621, 12.479], [10.869, 10.412, 10.346], [14.715, 6.818, 10.341], [18.494, 20.311, 13.176], [14.471, 19.550, 8.541], [14.661, 7.752, 8.940], [18.279, 19.624, 13.967], [11.742, 22.328, 13.565], [15.234, 14.559, 8.197], [14.778, 11.076, 16.378], [10.741, 19.720, 14.450], [17.770, 14.261, 10.796], [7.726, 11.326, 11.777], [11.902, 10.507, 10.498], [14.699, 17.274, 14.465], [17.182, 17.610, 13.687], [14.354, 15.922, 15.581], [15.057, 11.915, 9.236], [10.520, 16.715, 16.618], [18.781, 18.024, 12.168], [16.813, 9.157, 10.798], [9.131, 14.452, 17.744], [17.458, 15.228, 12.722], [20.241, 13.887, 10.091], [18.356, 9.208, 13.348], [11.405, 17.019, 9.146], [12.995, 13.041, 12.193], [8.901, 13.811, 11.090], [13.781, 14.741, 13.109], [18.874, 11.724, 13.536], [18.146, 11.522, 11.338], [19.080, 19.445, 14.665], [14.620, 14.464, 13.608], [14.925, 21.027, 10.965], [13.286, 6.764, 9.315], [20.961, 17.948, 12.318], [13.605, 8.694, 10.497], [16.282, 15.491, 11.455], [6.016, 13.470, 10.596], [8.590, 17.050, 9.607], [18.417, 17.279, 11.578], [18.085, 13.347, 10.902], [13.988, 14.203, 11.231], [7.960, 15.728, 15.539], [12.549, 9.321, 9.916], [13.860, 16.639, 14.815], [18.500, 15.096, 10.027], [11.740, 20.011, 11.700], [12.701, 13.302, 8.208], [18.608, 11.281, 14.499], [18.550, 12.749, 13.487], [12.141, 10.617, 11.563], [19.639, 14.447, 9.343], [13.200, 14.074, 11.999], [20.314, 18.696, 10.892], [19.332, 13.754, 8.593], [17.797, 8.842, 11.262], [12.409, 14.698, 11.607], [11.011, 16.233, 8.539], [12.447, 16.832, 9.315], [7.964, 16.975, 12.237], [16.510, 12.893, 16.843], [7.947, 12.119, 8.981], [15.483, 10.362, 13.737], [20.175, 19.483, 12.526], [10.714, 17.200, 10.364], [18.326, 10.965, 12.386], [17.891, 7.863, 11.625], [14.100, 11.603, 13.648], [14.906, 18.091, 11.118], [12.397, 16.420, 12.903], [10.418, 14.193, 15.267], [18.573, 8.943, 10.567], [11.921, 20.541, 13.431], [11.994, 8.720, 9.325]], "atomic_forces_ev_per_a": [[-1.631, -0.108, -0.932], [0.517, -2.227, 0.084], [0.471, -3.473, 0.038], [-1.489, 0.977, 1.913], [0.691, -0.822, 0.549], [0.455, 0.389, 1.161], [0.555, 1.187, -1.046], [-0.247, -0.967, -0.426], [-0.573, -0.382, 0.052], [-0.062, 0.988, -0.155], [-0.572, 0.111, -0.088], [-0.303, 0.126, 0.381], [-0.148, 0.440, 0.038], [0.538, -0.837, -0.253], [0.531, 1.226, -1.940], [0.312, -1.138, -0.407], [-0.038, -0.608, -0.399], [0.130, 0.464, -0.424], [-0.146, 0.585, -0.128], [-1.039, 0.705, -0.101], [-1.172, 0.364, 1.282], [0.582, 0.431, 0.438], [-0.887, -1.572, 0.340], [-0.462, -0.515, 0.547], [0.323, -0.445, 0.279], [-0.599, 0.254, -0.235], [-0.781, -0.825, 0.107], [-0.370, -0.489, 0.173], [-0.330, -0.027, 0.564], [0.159, -0.015, -0.828], [-0.228, -0.132, -0.323], [-0.364, -0.919, -0.092], [-1.372, 0.640, -1.067], [-1.159, 0.757, -0.443], [-0.159, 1.424, -0.700], [-1.425, 0.254, -0.188], [-0.157, 0.214, 0.430], [0.361, 1.153, 0.159], [0.168, -0.479, 0.777], [0.649, 0.639, -1.107], [0.310, -0.588, -0.211], [0.000, -0.869, -0.166], [0.358, 0.466, -0.219], [-0.338, -0.626, 1.012], [-0.039, 0.167, -0.230], [0.283, 2.791, -0.182], [-0.468, -0.024, -0.132], [2.457, 0.694, -0.081], [-0.303, -0.300, 0.076], [-1.012, -1.179, -0.138], [-1.022, 1.016, -1.236], [-0.174, -0.037, 0.625], [-0.044, 0.787, 0.013], [0.936, -0.120, -0.165], [1.059, -0.683, 0.839], [-0.035, 0.215, 0.657], [0.202, -0.168, -0.328], [-0.434, 0.207, -0.399], [-0.001, -0.721, 0.385], [0.392, 2.149, -1.252], [-0.388, -0.496, -0.029], [-0.324, -0.026, -0.066], [0.827, 1.120, 3.228], [1.380, -1.236, 1.022], [-0.444, 0.980, -2.046], [0.697, 0.513, 0.157], [-0.096, -0.845, -0.504], [0.338, -0.531, -0.041], [0.258, 0.872, 0.481], [-0.489, -0.355, 0.217], [1.695, 0.135, 0.088], [-0.617, 0.094, 0.180], [0.698, -0.403, 0.459], [0.435, -0.298, 0.404], [0.305, -0.098, -0.089], [0.633, -2.015, 0.020], [-0.429, -0.914, -0.291], [-0.213, 0.688, -0.538], [-0.095, -0.069, 1.111], [1.619, -1.218, 0.184], [-1.116, 2.819, 0.986], [-0.141, 0.417, 1.268], [-0.497, -0.037, 0.038], [-0.269, 0.120, 0.031], [0.177, 0.367, 0.017], [-0.160, -0.508, -0.104], [1.784, 0.504, 0.224], [2.015, 1.111, -1.552], [-0.246, 0.286, 0.424], [-0.274, -0.497, -0.627], [-1.108, 1.543, 1.285], [-0.628, -0.382, 0.314], [-0.488, -0.302, -0.598], [0.557, -0.369, 0.450], [0.234, -0.287, -0.471], [-0.993, 1.028, -1.511], [0.035, -0.232, 0.106], [0.267, -0.097, -0.681], [0.243, 0.299, -0.341], [1.058, -0.919, 1.435], [0.023, -1.383, 0.539], [-0.764, -1.732, 0.027], [0.662, -1.661, 0.559], [0.452, 0.739, -0.702], [-1.022, 1.430, 0.082], [-0.191, 0.538, -0.306], [1.095, 0.521, -1.218], [0.627, -0.033, -0.509], [0.023, 0.295, -0.006]], "mulliken_charge": [-0.498, 0.279, -0.735, -0.358, 0.426, -0.402, 0.333, 0.231, 0.348, 0.227, 0.843, -0.043, -0.009, 0.077, -0.101, 0.560, 0.136, 0.202, -0.130, 0.404, 0.869, 0.314, -1.239, -0.507, -0.063, -0.032, -0.167, 0.002, 0.421, -1.107, 0.256, -0.427, 0.773, 0.033, -0.164, 0.519, 0.319, 0.467, -0.146, 0.288, -1.618, -0.101, 0.001, 0.231, -0.057, 0.507, -0.099, -0.557, -0.103, -0.558, 0.135, 0.045, -0.054, 0.440, 0.060, -0.122, 0.148, 0.313, 0.234, -0.829, -0.069, 0.119, 0.809, -0.908, -0.747, 0.366, -0.484, -0.105, 0.411, 0.296, 0.568, -0.082, -0.114, -0.758, -0.021, 0.220, 0.118, -0.079, -0.049, -0.522, 0.680, -0.034, -0.043, 0.310, -0.033, 0.133, -1.328, -0.057, 0.284, 0.320, -0.815, -0.112, 0.302, 0.224, 0.263, -1.541, -0.120, 0.108, 0.419, 0.428, 0.675, 0.408, -0.044, 0.219, -0.479, -0.107, 0.355, 0.115, 0.286]}

***

No. 3
{"formula": "C6H18N4O", "method": "the ωB97M-V functional and the def2-TZVPD basis", "max_force_ha_per_bohr": 0.07690, "charge": 2, "homo_energy_ha": -0.58221, "de_lowest_kj_mol": 182.24, "total_energy_ev": -14501.9430, "lumo_energy_ev": -7.71, "symbols": ["H", "H", "H", "C", "C", "N", "H", "H", "H", "C", "H", "C", "N", "H", "H", "H", "C", "H", "H", "C", "N", "H", "H", "O", "H", "H", "N", "H", "H"], "coordinates": [[-0.397, -1.279, -0.597], [0.540, 2.463, -2.629], [-0.556, -1.221, 0.872], [-2.903, -1.939, -0.486], [-0.181, 0.669, -0.073], [-0.890, -0.600, 0.016], [-3.118, -2.331, 0.484], [3.070, -0.976, 1.828], [2.036, -0.860, -2.027], [-0.124, 1.023, 2.285], [0.596, 2.315, 0.904], [0.351, 2.388, -1.527], [3.148, -0.832, 0.877], [-3.986, -1.979, -0.856], [-2.406, -2.601, -1.265], [-0.793, 0.261, 2.422], [-2.366, -0.474, -0.364], [3.386, -1.628, -1.477], [-2.805, 0.112, 0.411], [2.183, -0.850, -0.018], [0.045, 1.476, 0.949], [4.127, -0.951, 0.643], [-0.471, 1.854, 2.840], [-0.089, 1.027, -1.334], [1.270, 2.405, -1.119], [0.775, 0.727, 2.886], [2.481, -1.254, -1.231], [-0.441, 3.090, -0.946], [-2.480, -0.032, -1.471]], "atomic_forces_ev_per_a": [[-0.199, 0.848, -0.852], [-0.973, 0.496, 1.031], [-1.434, 1.996, -0.890], [-1.932, 0.483, -1.316], [1.226, 1.018, -1.211], [1.885, -1.738, 1.170], [0.822, -0.890, 0.740], [-1.106, 0.198, 2.196], [-0.823, -0.041, -0.430], [2.054, 0.927, 2.274], [0.068, 0.309, -0.818], [-3.601, 1.060, -1.244], [1.577, -0.335, -1.630], [1.372, 0.821, 0.097], [-0.035, 0.840, 1.405], [-1.916, -1.815, -0.083], [-0.599, -1.905, -3.194], [0.497, -0.075, 0.097], [-0.625, 0.422, 0.286], [-1.895, 0.589, 0.977], [-0.351, -2.275, -0.996], [0.144, -0.281, -0.603], [-0.722, 0.891, 0.650], [-0.498, -0.802, 1.806], [3.312, 0.687, 1.704], [-0.077, 0.168, -1.287], [1.122, 0.077, -0.662], [1.940, -1.262, -2.024], [0.766, -0.410, 2.807]], "nbo_charge": [0.494, 0.271, 0.500, -0.694, 0.877, -0.630, 0.248, 0.408, 0.400, -0.453, 0.469, -0.275, -0.772, 0.294, 0.259, 0.215, -0.235, 0.392, 0.239, 0.123, -0.515, 0.387, 0.261, -0.435, 0.189, 0.256, -0.779, 0.230, 0.277]}

***

No. 4
{"formula": "C4H12N6", "method": "the ωB97M-V functional and the def2-TZVPD basis", "smiles": "NC1=[N+](N)CNC(=[NH2+])[C@@H]1N", "max_force_ha_per_bohr": 0.08720, "charge": 2, "homo_energy_ha": -0.67274, "de_lowest_kj_mol": 125.90, "total_energy_ev": -13265.4687, "lumo_energy_ev": -7.36, "symbols": ["H", "H", "C", "N", "C", "C", "H", "N", "H", "N", "H", "N", "H", "N", "H", "H", "H", "H", "N", "H", "H", "C"], "coordinates": [[0.778, 0.576, -1.496], [-2.852, -0.925, 1.057], [-0.841, 0.781, 0.071], [-1.500, -0.360, -0.089], [0.871, 0.591, -0.476], [1.365, -0.734, 0.093], [3.155, -1.384, 0.714], [-1.185, 2.006, 0.420], [3.055, 0.298, 0.473], [0.511, -1.758, 0.170], [-3.517, -0.847, -0.450], [2.579, -0.596, 0.505], [-0.749, -1.552, -1.558], [1.728, 1.636, -0.202], [0.734, -2.726, 0.357], [-2.103, 2.379, 0.302], [-0.486, 2.656, 0.757], [1.883, 2.345, -0.903], [-2.836, -0.464, 0.165], [-1.493, -2.304, -0.115], [1.646, 2.014, 0.730], [-0.741, -1.632, -0.524]], "atomic_forces_ev_per_a": [[-0.672, -0.755, -2.740], [-1.006, -0.146, 0.506], [3.043, -0.721, -1.348], [1.697, 1.221, -1.253], [-3.200, 0.173, 3.136], [-0.277, 1.237, -0.123], [0.322, -0.639, 0.557], [0.236, -1.289, -0.281], [-0.303, 0.185, -0.404], [0.433, 0.464, -0.991], [0.152, -0.320, -1.396], [0.592, -1.830, 0.344], [0.560, -0.559, -2.063], [0.093, 0.983, 0.931], [0.680, 0.025, 0.453], [-0.928, -0.071, 0.340], [0.088, -0.058, -0.424], [-0.171, -0.030, -0.087], [-0.033, 0.869, 2.534], [0.680, -0.955, -0.524], [0.362, 0.269, 0.100], [-2.347, 1.947, 2.733]], "nbo_charge": [0.263, 0.382, 0.562, -0.205, -0.095, 0.542, 0.441, -0.726, 0.467, -0.539, 0.419, -0.656, 0.231, -0.830, 0.463, 0.458, 0.438, 0.437, -0.650, 0.257, 0.394, -0.054]}